[1]
The following is a DFT calculation (the ωB97M-V functional and the def2-TZVPD basis) of a single C14H30N2O4S2 molecule.

```
52
Properties=species:S:1:pos:R:3:lowdin_charge:R:1
C 4.02758 3.27369 1.41417 -0.1117
C 3.56809 1.98750 2.08911 -0.2672
C 2.15931 1.59703 1.65040 -0.1984
C 1.69475 0.29947 2.31553 -0.1798
N 0.32557 -0.03322 1.94001 0.0615
C 0.06185 -0.56251 0.70144 -0.3362
N 0.76666 -1.64919 0.29217 0.0581
C 1.17586 -2.72754 1.17718 -0.1731
C 2.35856 -3.49897 0.59177 -0.1911
C 3.68122 -2.72993 0.57892 -0.2562
C 3.74021 -1.64361 -0.48886 -0.1085
C -0.90449 -0.01450 -0.10882 -0.3247
S -1.75330 1.49886 0.17373 0.6714
O -1.71208 2.26245 -1.04610 -0.3186
O -1.18754 2.15517 1.34063 -0.3289
C -3.47315 1.08979 0.57521 -0.2725
C -3.48576 0.21511 1.80712 -0.1149
S -1.38157 -0.64188 -1.67851 0.6719
O -2.79844 -0.45438 -1.83359 -0.3097
O -0.91393 -2.01429 -1.79881 -0.3236
C -0.50374 0.32706 -2.93954 -0.2724
C -0.92079 -0.19666 -4.29595 -0.1183
H 5.02806 3.54364 1.74409 0.0678
H 4.04239 3.15245 0.33349 0.0720
H 3.35210 4.09056 1.65595 0.0733
H 4.26154 1.17956 1.84290 0.1050
H 3.58446 2.12016 3.17308 0.1096
H 2.13559 1.46502 0.56540 0.1185
H 1.45529 2.39472 1.89500 0.1142
H 1.71179 0.40988 3.40321 0.1295
H 2.36872 -0.50788 2.03413 0.0899
H -0.27314 0.77642 2.10641 0.0849
H 0.42421 -2.00575 -0.60082 0.0929
H 1.42165 -2.33229 2.16223 0.1111
H 0.33596 -3.42546 1.29985 0.1282
H 2.10737 -3.80258 -0.42605 0.1143
H 2.48600 -4.40436 1.18878 0.1107
H 3.85527 -2.29145 1.56462 0.0990
H 4.48940 -3.44202 0.39560 0.1040
H 3.59769 -2.07898 -1.47514 0.0751
H 4.70975 -1.15017 -0.46942 0.0700
H 2.96692 -0.89839 -0.33085 0.0425
H -3.96519 2.04541 0.73629 0.1082
H -3.87298 0.59443 -0.30358 0.0774
H -2.98212 0.72471 2.62602 0.0740
H -4.50600 -0.01201 2.10797 0.0806
H -2.96636 -0.71944 1.60453 0.0757
H -0.79391 1.36010 -2.77600 0.0783
H 0.55567 0.18355 -2.74321 0.1033
H -0.42703 0.35212 -5.09503 0.0798
H -0.66782 -1.25182 -4.37594 0.0745
H -1.99742 -0.09246 -4.40452 0.0785
```

The highest occupied orbital energy is -9.0 eV. The relative energy (zero: lowest compared OMol25 entry of this formula, charge and spin) comes out at 22.16 kJ/mol. As for the SMILES: CCCCNC(NCCCC)=C(S(=O)(=O)CC)S(=O)(=O)CC. The calculation puts the HOMO-LUMO gap at 0.3596 Ha. As for the spin multiplicity: 1.

=====

[2]
The following is a DFT calculation (the ωB97M-V functional and the def2-TZVPD basis) of C14H30N3OPSSiW as an isolated structure.

```
52
Properties=species:S:1:pos:R:3:lowdin_charge:R:1
W 0.23254 0.20010 0.02109 0.8289
Si 0.06179 -1.90088 -1.27090 0.3816
P 0.29666 1.70533 -1.94387 0.6877
N -1.68653 0.02838 0.12515 -0.2289
H 1.88576 -0.76229 0.74363 0.0174
C 0.90899 3.29462 -1.31252 -0.2518
H 1.14322 3.94880 -2.16325 0.0492
H 1.81488 3.14215 -0.70742 0.0353
H 0.14626 3.73683 -0.65801 0.0505
C 1.45595 1.17514 -3.24230 -0.2401
H 1.43342 1.94257 -4.03312 0.0488
H 1.15044 0.19829 -3.64362 0.0388
H 2.47107 1.08189 -2.82861 0.0414
C -1.28545 2.02524 -2.77020 -0.2546
H -1.10927 2.72989 -3.59724 0.0451
H -1.99117 2.44753 -2.04282 0.0482
H -1.70005 1.08245 -3.14871 0.0465
C 1.69831 -2.74488 -1.79878 -0.3646
H 2.28492 -3.02185 -0.91527 -0.0036
H 2.28162 -2.07625 -2.44271 0.0008
H 1.49694 -3.65881 -2.37417 0.0118
H -0.67965 -3.04277 -0.62328 -0.0925
H -0.63216 -1.77194 -2.61322 -0.0820
C -2.98340 0.24992 0.20511 -0.4415
C -4.82863 1.61110 1.08030 -0.1307
C -3.48297 1.24927 1.10924 -0.0598
C -3.91578 -0.39078 -0.68809 -0.0417
C -5.26583 0.00282 -0.67918 -0.1156
C -5.71203 0.98779 0.20667 -0.1472
H -5.18337 2.39330 1.76597 0.0982
H -2.77755 1.71820 1.79743 0.0880
H -3.54453 -1.15750 -1.35396 0.0894
H -5.95254 -0.47904 -1.36825 0.0915
H -6.79419 1.26291 0.21198 0.1001
C 2.82447 0.08454 0.42885 -0.5759
O 2.13647 1.13152 -0.24600 -0.5283
C 3.60593 0.77063 1.61279 -0.0824
H 4.64829 0.38517 1.58432 0.0651
H 3.16982 0.53180 2.58785 0.0210
H 3.63575 1.87814 1.50586 0.0918
C 3.91125 -0.62519 -0.47780 -0.0528
H 4.33016 0.11840 -1.17522 0.0880
H 3.54764 -1.50456 -1.02667 0.0186
H 4.69742 -1.00722 0.19993 0.0679
N 0.92293 -2.43875 2.72805 0.1337
C 0.25486 -1.31425 3.09235 -0.7639
N -0.68783 -1.37549 4.02402 0.1058
S 0.55821 0.25461 2.39982 0.6332
H 0.70268 -3.33166 3.15219 0.1183
H 1.66876 -2.41577 2.06551 0.0851
H -1.19118 -0.53604 4.26497 0.1017
H -1.04154 -2.26891 4.37662 0.1284
```

The highest occupied orbital energy (alpha / beta) is -4.9 / -6.7 eV. The calculation puts the HOMO-LUMO gap (alpha / beta) at 0.1850 / 0.2414 Ha. As for the spin multiplicity: 3. Its expectation value of S² is 2.0265.

=====

[3]
The following is a DFT calculation (the ωB97M-V functional and the def2-TZVPD basis) of a 2-piece molecular cluster, C14H31ClN2O overall.

```
49
Properties=species:S:1:pos:R:3:lowdin_charge:R:1
C 3.00791 0.70371 2.76848 -0.0856
C 3.10292 1.89342 1.81855 -0.2438
C 1.73458 2.45593 1.44202 -0.1995
C 1.07256 3.20724 2.61689 -0.1444
C -0.22433 2.65024 3.23044 -0.1707
N -0.65729 1.31357 2.68080 -0.3092
Cl -2.23930 0.87446 3.27386 0.8002
H 2.96135 -0.23058 2.21585 0.0740
H 2.14970 0.78405 3.43746 0.0539
H 3.89225 0.64070 3.39406 0.0801
H 3.61484 1.60530 0.90539 0.1125
H 3.68074 2.69000 2.28172 0.1107
H 1.86368 3.15394 0.62196 0.1183
H 1.14392 1.64560 1.03683 0.0703
H 1.79812 3.27157 3.42110 0.1138
H 0.87997 4.22924 2.31334 0.1181
H -0.09168 2.48213 4.29319 0.1235
H -1.07885 3.30741 3.13098 0.1159
H -0.01127 0.58130 2.98333 0.1318
H -0.72238 1.30850 1.65080 0.1014
C -2.52371 -2.20407 -0.62498 -0.0196
C -1.94935 -0.85095 -1.07165 -0.4879
C -2.33167 -0.55312 -2.51960 -0.1247
C -1.59905 -1.45128 -3.51480 -0.1601
C -0.08246 -1.37696 -3.31609 -0.1206
C 0.38498 -1.60075 -1.87338 -0.4860
N -0.45906 -0.79927 -0.92806 -0.0880
O -0.03482 0.40179 -0.77135 -0.0611
C 0.35159 -3.09467 -1.51365 -0.0228
C 1.83192 -1.15012 -1.72599 -0.0401
C -2.52004 0.20609 -0.14255 -0.0626
H -3.60144 -2.10536 -0.49785 0.0931
H -2.37475 -3.00218 -1.34332 0.0623
H -2.09903 -2.51815 0.33006 0.0950
H -2.09068 0.49039 -2.74557 0.1286
H -3.41299 -0.65719 -2.62541 0.1308
H -1.94737 -2.48372 -3.43545 0.1085
H -1.83973 -1.12948 -4.52790 0.1183
H 0.41117 -2.11729 -3.94688 0.1290
H 0.26766 -0.39638 -3.65182 0.1265
H 0.59304 -3.24095 -0.45965 0.0935
H 1.10344 -3.61924 -2.10090 0.0925
H -0.59568 -3.58262 -1.71840 0.0624
H 1.98003 -0.12676 -2.06238 0.0817
H 2.46118 -1.80040 -2.33106 0.0945
H 2.16306 -1.22361 -0.68826 0.0842
H -2.13827 0.03158 0.86606 0.0150
H -3.60724 0.17826 -0.12984 0.1001
H -2.21816 1.20870 -0.44639 0.0862
```

As for the charge: +1. The highest occupied orbital energy (alpha / beta) is -11.2 / -12.4 eV. The calculation puts the HOMO-LUMO gap (alpha / beta) at 0.2550 / 0.2994 Ha. As for the spin multiplicity: 2. Its expectation value of S² is 0.7543.

=====

[4]
The following is a DFT calculation (the ωB97M-V functional and the def2-TZVPD basis) of a 3-piece molecular cluster, C14H31F3O12P2S overall.

```
63
Properties=species:S:1:pos:R:3:lowdin_charge:R:1
O 0.52399 2.94811 1.78892 -0.2719
S -0.80056 2.78641 1.28458 0.6335
O -1.73554 3.10228 2.29413 -0.2331
O -0.95658 1.22102 0.88621 -0.2501
C -0.17819 0.96155 -0.30722 -0.1886
C -0.88038 1.63140 -1.47070 -0.1541
C -0.61660 3.14244 -1.49025 -0.1412
C -0.91538 3.88018 -0.14229 -0.2953
C -2.21832 4.68715 -0.18433 -0.1486
C -3.41663 3.94978 -0.74296 -0.2074
O -3.61685 2.70051 -0.10321 -0.1055
C -4.55459 1.92826 -0.80707 -0.1023
C -5.61612 1.34345 0.09968 -0.6701
F -6.16118 2.25023 0.86359 0.1916
F -5.21087 0.31767 0.80196 0.1910
F -6.59633 0.88930 -0.70393 0.1268
H -0.20036 -0.11338 -0.46218 0.1319
H 0.85464 1.27834 -0.16302 0.1288
H -0.44965 1.23346 -2.39205 0.1198
H -1.94052 1.41229 -1.49419 0.0978
H 0.45363 3.24785 -1.66067 0.1197
H -1.11525 3.62359 -2.32443 0.1147
H -0.11370 4.59613 -0.01638 0.1282
H -2.02311 5.53585 -0.84056 0.1292
H -2.41464 5.12138 0.79197 0.1196
H -3.31347 3.87875 -1.82994 0.1243
H -4.29757 4.57416 -0.55894 0.1368
H -5.10344 2.51372 -1.54262 0.1391
H -4.11103 1.09068 -1.35440 0.1401
C 4.19066 -1.76112 -4.85759 -0.0889
O 3.16126 -2.45851 -4.14200 -0.2184
P 1.95269 -1.61455 -3.53230 0.3343
O 2.00740 -0.17909 -3.78832 -0.2250
O 1.95287 -2.02203 -1.99714 -0.2238
C 3.03478 -1.56043 -1.18319 -0.0801
O 0.66459 -2.33458 -4.08148 -0.1966
C 0.42600 -3.70666 -3.73952 -0.0843
H 4.87724 -1.28959 -4.15524 0.0883
H 4.73431 -2.49082 -5.45287 0.0875
H 3.76851 -1.00875 -5.52037 0.0846
H 3.28786 -0.52596 -1.41950 0.0884
H 3.90616 -2.19955 -1.33264 0.0907
H 2.72082 -1.62160 -0.14332 0.0814
H 0.27345 -3.80965 -2.66646 0.0873
H 1.25817 -4.33383 -4.05921 0.0885
H -0.47700 -4.02352 -4.25411 0.0899
C 0.91622 -3.25582 6.07981 -0.0929
O 1.15191 -2.25174 5.08470 -0.2186
P 0.93906 -2.63740 3.55018 0.3369
O 0.49949 -4.00761 3.31716 -0.2196
O 2.33103 -2.25258 2.87783 -0.2305
C 3.46232 -3.05771 3.20973 -0.0927
O -0.02574 -1.52752 2.99889 -0.1827
C 0.39065 -0.14988 3.02624 -0.0748
H 1.76810 -3.93337 6.13427 0.0868
H 0.79798 -2.75351 7.03715 0.0867
H 0.01158 -3.82000 5.86308 0.0848
H 3.19519 -4.11483 3.23754 0.0881
H 3.86316 -2.75009 4.17681 0.0896
H 4.21991 -2.90389 2.44511 0.0839
H 1.25772 -0.00405 2.38295 0.0871
H 0.62697 0.16303 4.04334 0.0985
H -0.42073 0.46464 2.64076 0.0611
```

The highest occupied orbital energy is -10.6 eV. As for the SMILES: O=S1(=O)OCCC[C@H]1CCOCC(F)(F)F.COP(=O)(OC)OC.COP(=O)(OC)OC. The calculation puts the HOMO-LUMO gap at 0.4103 Ha. As for the spin multiplicity: 1.

=====

Looking at max |F| for the records above, in order, we have 0.0365, 0.0908, 0.0221, 0.0436 Eh/bohr.